Entry from OMol25: a single C9H12NP molecule in a non-equilibrium geometry (ωB97M-V with the def2-TZVPD basis set).

Each line ends with the natural charge from an NBO analysis.
Cartesian coordinates (Å):
C1 0.099 -1.972 0.446  0.274
C2 0.516 1.822 0.270  -0.241
C3 -0.715 1.906 0.813  -0.477
C4 -0.054 -0.400 0.370  -0.411
C5 0.871 0.452 -0.050  0.028
C6 3.338 -0.261 0.504  -0.616
C7 -2.965 -1.165 -0.728  -0.660
C8 2.267 0.104 -0.562  -0.432
C9 -2.668 0.278 -0.300  -0.652
N1 0.264 -3.079 0.680  -0.344
P1 -1.523 0.322 1.177  0.829
H1 1.304 2.537 0.251  0.221
H2 -1.119 2.824 1.389  0.233
H3 3.512 0.407 1.396  0.217
H4 4.191 -0.228 -0.118  0.216
H5 3.310 -1.263 0.903  0.228
H6 -2.094 -1.721 -1.140  0.244
H7 -3.878 -1.574 -0.048  0.234
H8 -3.443 -1.132 -1.712  0.220
H9 2.049 -0.703 -1.312  0.232
H10 2.435 1.068 -1.144  0.211
H11 -3.532 0.893 -0.116  0.227
H12 -2.163 0.887 -0.969  0.220

Forces on atoms 1 to 3 (eV/Å):
0.11 4.49 -0.33
-1.07 -0.82 0.64
-0.65 2.51 2.08

Calculated values
F_max ... 0.097 hartree/bohr
DFT total energy ... -746.14025 Ha
ΔE to the lowest compared entry with this formula, charge and spin ... 1.9966 eV
Gap between HOMO and LUMO ... 0.3320 hartree
HOMO ... -0.337 Ha
SMILES ... CCC1=CC=P(CC)=C1C#N